# 1
19
Properties=species:S:1:pos:R:3:lowdin_charge:R:1 method="wB97M-V/def2-TZVPD" total_charge=0 lumo_ev="-0.81 / -2.83" largest_force_ev_per_a=4.7 de_lowest_kcal_mol=63.54 homo_lumo_gap_ev="8.612 / 5.214"
C -1.8102 1.7858 -0.1522 -0.067
C -1.1960 0.1977 1.5587 -0.076
C 1.3410 -2.1323 -1.4277 -0.175
C -0.6607 0.9356 0.3719 -0.508
C 0.1293 0.1670 -0.5634 -0.248
O 1.7209 -0.9577 1.0839 -0.526
S 1.6599 -0.5581 -0.2746 0.719
I 5.1876 -0.0440 0.1055 0.041
H -1.6367 2.3262 -0.9902 0.038
H -2.7259 1.1221 -0.3766 0.120
H -2.0999 2.4589 0.5613 0.050
H -0.3298 -0.3264 2.0197 0.075
H -1.3761 0.8897 2.3986 0.097
H -1.9724 -0.4785 1.2618 0.082
H 0.5211 -2.6756 -1.0424 0.015
H 2.2456 -2.8367 -1.1904 0.084
H 1.1298 -1.7942 -2.4548 0.044
H -0.0512 1.7171 0.7735 0.134
H -0.0763 0.2034 -1.6627 0.099

=====

# 2
17
Properties=species:S:1:pos:R:3:lowdin_spin:R:1 method="wB97M-V/def2-TZVPD" total_charge=-1 lumo_ev="4.08 / 4.05" largest_force_ev_per_a=2.6 de_lowest_kcal_mol=22.62 spin_multiplicity=2 s_squared=0.753 homo_lumo_gap_ev="3.376 / 7.366"
C 1.1849 1.6338 -1.7334 0.003
C 0.5362 0.4281 -0.9876 0.007
C 0.9854 0.1229 0.4375 0.005
C -0.2462 -0.4609 1.2058 0.060
C -2.1811 -1.7982 1.0020 0.392
N -1.0524 -1.3432 0.4411 0.337
H 0.5952 2.5162 -1.3682 0.001
H 2.2520 1.7188 -1.5610 0.000
H 0.8664 1.4879 -2.7789 0.000
H -0.5506 0.5078 -0.9160 0.002
H 0.4483 -0.4982 -1.5759 0.000
H 1.7283 -0.6893 0.4914 0.002
H 1.2397 0.9634 1.0918 0.003
H -0.7191 0.4482 1.6704 0.029
H 0.1909 -0.9668 2.0844 0.024
H -2.8153 -2.5065 0.4667 0.058
H -2.4625 -1.5641 2.0300 0.076

=====

# 3
17
Properties=species:S:1:pos:R:3:lowdin_charge:R:1 method="wB97M-V/def2-TZVPD" total_charge=0 lumo_ev=1.21 largest_force_ev_per_a=1.7 de_lowest_kcal_mol=41.76 smiles="C=CCCCN" homo_lumo_gap_ev=10.080
C -1.4382 2.2229 -1.3568 -0.018
C -1.2298 1.0889 -0.6781 -0.185
C 0.0300 0.2249 -0.7915 -0.218
C -0.0833 -1.1325 -0.0905 -0.219
C 0.5384 -1.1237 1.3281 -0.284
N 1.9122 -0.6369 1.3830 -0.010
H -2.2147 2.9207 -1.0532 0.045
H -0.9718 2.4145 -2.3110 0.053
H -2.0384 0.5303 -0.2201 0.092
H 0.1777 -0.0190 -1.8489 0.108
H 0.8152 0.9120 -0.4747 0.104
H 0.3889 -1.9626 -0.6575 0.106
H -1.1003 -1.5036 -0.0427 0.096
H 0.4959 -2.1511 1.7016 0.098
H -0.1008 -0.4254 1.8553 0.108
H 2.1373 -0.2238 2.2733 0.060
H 2.6816 -1.1356 0.9837 0.062

=====

Please write out number 3 again, unchanged.
17
Properties=species:S:1:pos:R:3:lowdin_charge:R:1 method="wB97M-V/def2-TZVPD" total_charge=0 lumo_ev=1.21 largest_force_ev_per_a=1.7 de_lowest_kcal_mol=41.76 smiles="C=CCCCN" homo_lumo_gap_ev=10.080
C -1.4382 2.2229 -1.3568 -0.018
C -1.2298 1.0889 -0.6781 -0.185
C 0.0300 0.2249 -0.7915 -0.218
C -0.0833 -1.1325 -0.0905 -0.219
C 0.5384 -1.1237 1.3281 -0.284
N 1.9122 -0.6369 1.3830 -0.010
H -2.2147 2.9207 -1.0532 0.045
H -0.9718 2.4145 -2.3110 0.053
H -2.0384 0.5303 -0.2201 0.092
H 0.1777 -0.0190 -1.8489 0.108
H 0.8152 0.9120 -0.4747 0.104
H 0.3889 -1.9626 -0.6575 0.106
H -1.1003 -1.5036 -0.0427 0.096
H 0.4959 -2.1511 1.7016 0.098
H -0.1008 -0.4254 1.8553 0.108
H 2.1373 -0.2238 2.2733 0.060
H 2.6816 -1.1356 0.9837 0.062